Entry from the Open Molecules 2025 dataset: an isolated ion of composition C21H17BrNO4S and charge -1 (ωB97M-V with the def2-TZVPD basis set).

Geometry (Å):
Br: 5.804 -0.357 -2.873
C: 3.952 -0.458 -2.484
C: 3.338 -1.717 -2.280
C: 1.971 -1.761 -1.946
C: 1.232 -0.574 -1.804
C: -0.216 -0.571 -1.167
C: -1.087 0.288 -1.998
N: -2.269 -0.155 -2.505
O: -3.212 0.605 -2.888
O: -2.421 -1.413 -2.666
C: 1.792 0.635 -2.237
C: 3.167 0.705 -2.550
H: 3.955 -2.619 -2.288
H: 1.508 -2.732 -1.749
H: -0.594 -1.604 -1.000
H: -0.866 1.331 -2.158
H: 1.195 1.539 -2.282
H: 3.627 1.682 -2.756
C: -3.418 4.095 0.998
C: -3.104 3.625 2.272
C: -2.646 2.312 2.459
C: -2.424 1.494 1.343
S: -1.827 -0.201 1.515
C: -0.296 -0.317 0.341
C: 0.632 -1.294 1.182
C: 1.964 -0.912 1.167
C: 2.944 -1.725 1.694
C: 2.562 -2.912 2.354
C: 1.208 -3.248 2.486
C: 0.220 -2.462 1.848
O: -1.480 -0.210 2.894
O: -2.791 -1.108 0.970
C: -2.895 1.916 0.086
C: -3.363 3.233 -0.094
H: -3.789 5.094 0.863
H: -3.217 4.269 3.151
H: -2.364 1.949 3.457
H: 0.059 0.698 0.539
H: 2.211 0.035 0.663
H: 3.984 -1.427 1.592
H: 3.337 -3.542 2.793
H: 0.922 -4.125 3.064
H: -0.806 -2.825 1.851
H: -2.816 1.243 -0.765
H: -3.678 3.522 -1.093

Properties
- HOMO level: -3.8 eV
- LUMO level: 2.368 eV
- Total charge: -1
- Max |F|: 0.082 Eh/bohr
- SMILES string: O=S(=O)(c1ccccc1)[C@@H](c1ccccc1)[C@@H](C=[N+]([O-])[O-])c1ccc(Br)cc1
- Gap between HOMO and LUMO: 6.13 eV